Density functional theory data (ωB97M-V/def2-TZVPD) for C28H28N6O3SScSe as an isolated structure.

Computed properties:
- Lowest unoccupied orbital energy: 2.489 eV
- Relative energy (zero: lowest compared OMol25 entry of this formula, charge and spin): 21.11 kJ/mol
- Strongest force on any atom: 0.981 eV Å⁻¹
- HOMO-LUMO gap: 6.44 eV
- Total charge: -1
- DFT total energy: -5198.7131 Ha

Structure (XYZ):
```
68
C28H28N6O3SScSe (ωB97M-V/def2-TZVPD)
Sc 0.067 0.001 0.832
C 4.043 -0.343 -0.771
C 2.822 0.442 -0.399
O 1.786 -0.276 -0.106
C 2.812 1.812 -0.370
C 1.674 2.606 -0.012
C 1.731 4.086 -0.255
N 0.600 2.073 0.503
N -0.486 2.950 0.694
C -1.461 2.320 1.272
O -1.406 1.106 1.727
C -2.769 3.039 1.335
C -2.945 4.300 0.772
C -4.191 4.903 0.798
C -5.273 4.255 1.383
C -5.100 3.003 1.951
C -3.851 2.396 1.928
H 4.309 -0.993 0.064
H 4.888 0.300 -1.012
H 3.810 -0.986 -1.622
H 3.708 2.335 -0.672
H 2.722 4.380 -0.595
H 1.465 4.632 0.648
H 0.992 4.362 -1.009
H -2.096 4.786 0.313
H -4.322 5.883 0.355
H -6.249 4.726 1.391
H -5.937 2.494 2.413
H -3.692 1.419 2.363
C -3.643 -1.636 -1.860
N -2.986 -2.148 -0.667
C -3.213 -3.404 -0.191
C -2.503 -3.925 0.826
C -1.455 -3.117 1.379
N -1.217 -1.914 0.879
C -1.928 -1.445 -0.167
O -1.618 -0.326 -0.629
N -0.709 -3.538 2.394
H -4.543 -2.223 -2.029
H -2.960 -1.736 -2.705
H -3.896 -0.590 -1.713
H -3.997 -3.956 -0.691
H -2.677 -4.929 1.175
H -0.710 -4.516 2.628
H 0.089 -2.955 2.663
S 1.376 -0.947 2.906
C 0.526 -0.507 4.398
C 0.407 -1.439 5.432
C -0.248 -1.127 6.614
C -0.802 0.132 6.797
C -0.674 1.075 5.785
C -0.014 0.764 4.607
H 0.844 -2.422 5.300
H -0.322 -1.875 7.394
H -1.328 0.374 7.712
H -1.092 2.067 5.909
H 0.081 1.512 3.830
Se -0.240 -3.237 -2.506
C 0.422 -4.271 -1.072
C -0.044 -5.559 -0.756
C 0.434 -6.233 0.350
N 1.353 -5.757 1.199
C 1.820 -4.542 0.888
C 1.403 -3.787 -0.191
H -0.800 -6.017 -1.383
H 0.050 -7.226 0.574
H 2.566 -4.131 1.563
H 1.819 -2.799 -0.347
```